(1)
Formula: C9H19NORb
Source: the OMol25 dataset
Level of theory: ωB97M-V/def2-TZVPD

XYZ file:
```
31
Properties=species:S:1:pos:R:3:forces:R:3:mulliken_charge:R:1
Rb -1.9955 -1.4353 -3.2091 0.1 0.0 0.0 -0.10
C 0.3326 1.5538 -1.9894 1.8 -0.6 0.3 -1.33
C 0.5522 0.9967 -0.6037 -0.5 -0.2 2.0 1.12
C -0.2117 1.8269 0.4923 -0.4 -0.7 0.2 -1.29
C -1.6705 1.2807 0.7930 2.0 -1.0 -0.9 -0.64
C -1.7096 -0.2697 1.0215 1.0 0.8 1.2 -0.85
C -0.3635 -1.0289 0.6511 -1.5 -2.2 -0.2 1.03
N 0.0680 -0.4162 -0.5557 -1.4 2.4 -1.3 0.56
O 0.7962 -1.1668 -1.4526 0.2 -0.9 -0.4 -0.30
C 0.6878 -1.1868 1.7404 1.0 -0.1 1.6 -1.82
C -0.8202 -2.5316 0.2483 1.1 1.4 -0.1 -1.47
C 2.1032 0.9618 -0.2695 -0.5 0.3 -0.8 -1.57
H 0.4633 2.6354 -1.9545 -0.6 0.0 -0.2 0.42
H -0.5462 1.1246 -2.4706 0.0 0.6 0.0 0.03
H 1.2587 1.1908 -2.4352 -0.4 0.1 -1.3 0.43
H 0.5745 1.8916 1.2444 -0.9 0.0 1.0 0.41
H -0.4841 2.8484 0.2269 0.9 0.1 -0.6 0.39
H -2.1150 1.4869 -0.1807 -0.6 0.0 0.1 0.27
H -2.1824 1.8808 1.5453 0.1 -0.2 0.1 0.43
H -2.5828 -0.6844 0.5179 0.3 -0.2 -0.2 0.27
H -1.8717 -0.4399 2.0859 -0.1 -0.1 0.2 0.37
H 1.7414 -1.2496 1.4680 -0.1 0.1 -1.1 0.34
H 0.7554 -0.4412 2.5326 -0.6 0.5 -0.1 0.41
H 0.6184 -2.1139 2.3093 -0.6 -0.2 -0.1 0.42
H -1.0707 -3.1340 1.1215 -0.6 0.3 -0.1 0.44
H -1.5862 -2.4296 -0.5205 -0.4 -0.3 0.5 0.14
H -0.0104 -3.0672 -0.2472 0.2 0.2 0.1 0.38
H 2.5601 0.1765 -0.8717 0.4 -0.1 0.2 0.47
H 2.3723 0.7703 0.7692 -0.2 0.2 -0.1 0.36
H 2.6471 1.8101 -0.6852 -0.2 0.5 0.4 0.45
H 1.6895 -0.8404 -1.3220 0.5 -0.7 -0.3 0.23
```
Forces are in eV/Å.

- total charge = 0
- E_HOMO (alpha / beta) (eV) = -3.2992 / -8.6481
- energy above the lowest of the compared OMol25 structures with the same formula, charge and spin (kJ/mol) = 96.9
- E (eV) = -13829.5608
- spin multiplicity = 2
- LUMO level (alpha / beta) (eV) = 0.3 / 0.3
- expectation value of S² = 0.7502

---

(2)
Formula: C4H5B2F11O2Sn
Source: the OMol25 dataset
Level of theory: ωB97M-V/def2-TZVPD

XYZ file:
```
25
Properties=species:S:1:pos:R:3:forces:R:3:mulliken_charge:R:1
Sn 0.1601 0.6704 2.6879 0.8 0.9 -1.6 1.68
B -1.8119 2.8733 1.1611 0.0 0.9 -1.0 0.37
F -0.5338 3.4212 1.3825 0.6 -0.3 1.0 -0.36
F -2.4734 2.5825 2.3471 0.3 -0.2 0.6 -0.36
F -2.5151 3.6723 0.2990 -0.1 -0.4 0.3 -0.31
F -1.4902 1.6092 0.5562 0.4 -1.2 0.5 -0.20
B 3.5911 0.5639 2.9436 2.8 -0.8 -0.7 0.53
F 2.9139 -0.2738 3.8360 -1.1 -0.6 0.2 -0.38
F 4.9331 0.7391 3.3214 -1.2 0.3 0.3 -0.34
F 3.6181 0.0404 1.6451 -0.9 -0.3 -0.1 -0.35
F 2.8344 1.7342 2.8951 -1.7 1.2 0.0 -0.34
C -1.9955 -0.1002 -3.1775 0.3 0.0 1.3 -1.24
C -1.2421 -0.0911 -1.8098 -1.2 0.6 -1.3 -0.03
O -0.6616 -1.3929 -1.7560 1.6 -1.0 1.7 -0.21
C -0.1136 -1.7710 -0.6114 0.0 -0.7 -0.8 0.33
O -0.1689 -1.2805 0.4920 -0.3 1.3 0.5 -0.46
C 0.7340 -3.0741 -0.7035 -0.1 0.5 -1.9 0.80
F 0.0709 -4.1062 -0.2118 0.0 -0.2 0.7 -0.24
F 1.0236 -3.3761 -1.9833 0.0 0.1 0.3 -0.25
F 1.8746 -2.8458 -0.0733 0.0 -0.4 0.4 -0.20
H -1.3206 -0.5207 -3.9213 0.1 0.3 -0.1 0.33
H -2.2726 0.9225 -3.4237 -0.1 -0.1 -0.2 0.38
H -2.8665 -0.7533 -3.1545 -0.1 0.2 0.1 0.33
H -1.8120 0.0709 -0.8966 -0.3 0.0 -0.4 0.26
H -0.4761 0.6858 -1.8445 0.3 -0.3 0.1 0.25
```
Forces are in eV/Å.

- total charge = 0
- E_HOMO (eV) = -12.1817
- energy above the lowest of the compared OMol25 structures with the same formula, charge and spin (kJ/mol) = 71.3
- E (eV) = -45410.6905
- spin multiplicity = 1
- LUMO level (eV) = -4.3

---

(3)
Formula: C3H7I2N2
Source: the OMol25 dataset
Level of theory: ωB97M-V/def2-TZVPD

XYZ file:
```
14
Properties=species:S:1:pos:R:3:forces:R:3:mulliken_charge:R:1
C 0.7028 -1.6104 1.3182 -0.6 0.7 1.3 -0.25
C -1.6063 0.9252 -1.3961 -3.8 -0.4 -1.0 -0.77
C 0.3476 1.3769 0.0555 -1.4 0.8 -1.8 -0.34
N 1.2099 -2.5846 2.0212 -1.2 0.8 -0.3 -0.17
N -0.4526 1.6380 -1.0078 2.6 -3.1 5.9 -0.06
I 1.0944 -1.5164 -0.7679 0.6 -0.7 0.0 0.05
I 2.1139 2.3724 0.4614 -0.6 -0.1 -0.4 0.29
H -2.1928 0.4179 -0.5414 1.6 0.6 -1.3 0.29
H -2.3268 1.6983 -1.7539 0.3 -0.3 0.4 0.35
H -1.5545 0.2918 -2.3454 0.8 0.4 1.6 0.34
H 0.1097 0.7342 0.8991 -0.6 -0.5 -0.4 0.61
H 1.7382 -3.2969 1.5941 0.9 -1.3 -0.3 0.22
H -0.0381 2.3145 -1.5145 1.0 2.8 -3.0 0.15
H 0.8547 -2.7609 2.9774 0.5 0.5 -0.8 0.30
```
Forces are in eV/Å.

- total charge = +1
- E_HOMO (eV) = -12.0960
- energy above the lowest of the compared OMol25 structures with the same formula, charge and spin (kJ/mol) = 175.5
- E (eV) = -22396.1156
- spin multiplicity = 1
- LUMO level (eV) = -4.8